No. 1
{"formula": "C34H58N2O4SiTi", "method": "ωB97M-V/def2-TZVPD", "homo_lumo_gap_ev": [6.02, 8.09], "energy_ev": -78363.3529, "s2": 2.006, "spin_multiplicity": 3, "max_force_ev_per_a": 2.515, "elements": ["O", "O", "C", "C", "H", "H", "H", "H", "H", "C", "C", "H", "H", "H", "H", "H", "C", "C", "C", "H", "H", "H", "H", "H", "C", "H", "H", "H", "H", "H", "H", "N", "C", "C", "C", "C", "H", "H", "H", "C", "H", "H", "H", "N", "C", "C", "C", "C", "H", "C", "H", "C", "H", "C", "C", "C", "C", "C", "C", "H", "C", "H", "C", "H", "C", "C", "Ti", "H", "H", "H", "H", "H", "H", "H", "H", "H", "H", "H", "H", "H", "C", "Si", "H", "H", "C", "C", "C", "H", "H", "H", "H", "H", "H", "H", "H", "H", "O", "C", "O", "H"], "positions_angstrom": [[-1.920, -0.208, 1.814], [-2.393, 5.003, -2.036], [-2.705, -1.074, 0.933], [-3.923, -1.585, 1.664], [-2.047, -1.874, 0.615], [-2.976, -0.542, 0.019], [-3.591, -2.193, 2.506], [-4.565, -2.235, 1.057], [-4.537, -0.758, 2.027], [-2.557, 1.128, 1.944], [-3.094, 1.744, 0.667], [-1.772, 1.775, 2.332], [-3.328, 1.070, 2.710], [-2.296, 1.890, -0.071], [-3.501, 2.740, 0.908], [-3.916, 1.160, 0.214], [-1.156, 5.147, -1.350], [-2.307, 4.719, -3.427], [-1.512, 5.691, 0.021], [-0.510, 5.862, -1.893], [-0.570, 4.207, -1.235], [-1.934, 6.690, -0.116], [-0.631, 5.743, 0.662], [-2.288, 5.075, 0.489], [-3.725, 4.801, -3.964], [-1.898, 3.717, -3.655], [-1.691, 5.481, -3.932], [-4.453, 4.324, -3.295], [-3.762, 4.334, -4.952], [-3.996, 5.858, -4.051], [0.791, 0.176, -1.752], [0.343, -2.667, 0.739], [1.464, -3.139, 0.187], [2.532, -2.325, -0.153], [2.751, -1.040, 0.318], [1.616, -4.607, -0.075], [0.870, -4.997, -0.777], [1.571, -5.199, 0.850], [2.609, -4.754, -0.511], [4.114, -0.491, -0.003], [4.792, -0.601, 0.857], [4.128, 0.555, -0.323], [4.549, -1.086, -0.812], [1.947, -0.384, 1.188], [-0.686, -3.634, 0.918], [-1.562, -3.983, -0.143], [-1.341, -3.521, -1.559], [-2.739, -4.633, 0.222], [-3.504, -4.794, -0.542], [-2.920, -5.075, 1.539], [-3.856, -5.572, 1.811], [-1.932, -4.895, 2.509], [-2.025, -5.290, 3.523], [-0.765, -4.209, 2.195], [0.376, -4.032, 3.158], [2.638, 0.614, 1.950], [2.758, 1.924, 1.456], [2.199, 2.304, 0.117], [3.433, 2.850, 2.244], [3.524, 3.877, 1.888], [3.963, 2.468, 3.478], [4.459, 3.206, 4.109], [3.906, 1.144, 3.902], [4.344, 0.810, 4.841], [3.274, 0.181, 3.119], [3.275, -1.273, 3.485], [0.061, -0.896, 1.935], [-1.682, -2.482, -1.714], [-1.945, -4.154, -2.227], [-0.299, -3.595, -1.897], [1.360, -4.170, 2.681], [0.292, -4.801, 3.936], [0.363, -3.046, 3.664], [2.693, 3.215, -0.251], [1.121, 2.518, 0.177], [2.339, 1.530, -0.647], [2.259, -1.686, 3.614], [3.771, -1.396, 4.456], [3.817, -1.896, 2.753], [3.334, -2.784, -0.729], [0.001, 0.647, -2.325], [0.678, 0.405, -4.047], [-0.884, 0.040, -2.089], [-0.119, 1.628, -1.857], [-0.702, -0.195, -5.205], [1.777, -1.045, -3.422], [1.628, 2.021, -4.097], [1.093, 2.803, -3.531], [1.836, 2.431, -5.081], [2.590, 1.886, -3.577], [-1.252, -1.005, -4.689], [-0.339, -0.613, -6.156], [-1.448, 0.584, -5.435], [1.142, -1.790, -2.921], [2.438, -0.681, -2.621], [2.404, -1.575, -4.114], [0.083, -0.614, 3.933], [0.087, 0.656, 3.776], [0.194, 1.051, 2.573], [-0.034, 1.409, 4.574]], "forces_ev_per_angstrom": [[-1.94, 0.65, -1.47], [0.60, -0.46, -0.24], [-0.17, 0.20, 0.03], [-0.13, -0.29, 0.14], [-0.07, 0.03, 0.26], [0.09, 0.10, 0.13], [-0.08, 0.08, 0.15], [0.27, 0.22, -0.13], [0.02, -0.07, 0.02], [0.55, -0.04, 0.33], [-0.27, -0.10, -0.27], [-0.08, -0.23, -0.08], [-0.15, -0.25, -0.01], [-0.17, -0.12, 0.07], [0.17, -0.34, 0.02], [0.36, 0.39, 0.18], [0.09, 0.05, 0.13], [-0.43, -0.05, 0.14], [-0.07, 0.21, -0.22], [-0.14, -0.18, 0.11], [-0.53, 0.16, -0.35], [0.08, -0.02, 0.20], [-0.09, 0.01, 0.04], [0.25, -0.03, -0.04], [0.03, 0.30, -0.14], [0.15, 0.25, 0.44], [0.10, -0.22, 0.11], [0.33, -0.05, -0.16], [-0.17, 0.11, 0.09], [-0.17, -0.18, -0.07], [0.06, 0.01, 0.51], [0.31, -0.90, -0.46], [-0.72, 0.34, 0.02], [0.14, -0.36, -0.30], [-0.17, 0.78, 1.32], [0.51, -0.37, -0.51], [0.10, 0.01, 0.25], [-0.16, 0.19, -0.22], [-0.23, -0.19, 0.04], [0.67, -0.13, -0.39], [-0.22, 0.18, -0.11], [-0.07, -0.15, 0.24], [-0.04, 0.12, 0.08], [1.35, -0.77, -1.07], [0.49, -0.39, -0.19], [0.00, 0.57, 1.00], [-0.30, 0.02, -0.33], [0.25, -0.38, 0.22], [0.19, -0.13, 0.31], [-0.43, -0.05, 0.09], [0.34, 0.14, -0.10], [0.07, -0.28, -0.09], [-0.23, -0.02, -0.32], [-0.51, 0.33, -0.53], [0.00, -0.16, 0.63], [0.39, 0.01, -0.86], [0.14, -0.32, 0.50], [-0.13, 0.43, -0.23], [-0.06, -0.15, 0.21], [0.05, -0.19, 0.16], [0.19, 0.22, 0.14], [-0.10, -0.14, -0.18], [-0.11, -0.13, -0.08], [0.06, 0.30, -0.12], [-0.32, 0.51, -0.34], [0.01, -0.39, 0.57], [0.69, -0.50, -1.99], [0.25, -0.24, 0.10], [0.16, 0.20, 0.14], [-0.27, 0.14, 0.24], [-0.42, 0.22, 0.14], [0.02, 0.19, -0.04], [0.05, -0.44, -0.25], [-0.14, -0.19, 0.13], [0.17, -0.17, 0.02], [-0.13, 0.11, 0.25], [0.41, 0.20, -0.22], [0.00, -0.03, -0.19], [-0.25, 0.23, 0.14], [-0.23, 0.17, 0.16], [-0.94, -0.24, 0.98], [-0.06, -0.70, 1.90], [-0.06, 0.12, -0.06], [-0.22, 0.09, -0.47], [0.07, 0.15, -0.29], [0.05, 0.10, -0.40], [0.31, 0.53, -0.59], [0.00, -0.42, -0.29], [0.22, 0.09, -0.18], [-0.25, -0.12, -0.20], [0.39, 0.33, -0.06], [-0.08, 0.18, 0.22], [0.33, -0.16, 0.06], [-0.06, 0.18, -0.21], [-0.15, 0.13, -0.30], [0.30, -0.31, -0.53], [-0.13, 1.05, 2.10], [0.13, -0.50, -1.44], [-0.27, 1.42, 1.77], [0.13, -0.54, 0.12]]}


No. 2
{"formula": "C3H2KLiMgO3", "method": "ωB97M-V/def2-TZVPD", "homo_lumo_gap_ev": [5.66, 5.41], "energy_ev": -31242.8023, "charge": 2, "max_force_ev_per_a": 9.973, "elements": ["C", "C", "O", "H", "H", "K", "Li", "O", "C", "O", "Mg"], "positions_angstrom": [[-1.150, 0.366, 0.487], [0.155, -0.019, -0.240], [-2.218, -0.184, 0.212], [-1.022, 1.135, 1.249], [0.264, -0.851, -0.940], [-4.407, 0.240, -1.404], [-2.478, -1.499, 1.381], [1.192, 0.798, 0.005], [2.416, 0.440, -0.367], [3.085, -0.229, -1.017], [4.164, -0.197, 0.634]], "forces_ev_per_angstrom": [[8.99, -0.20, -2.84], [-7.28, -0.13, 2.21], [-4.39, -1.93, -0.28], [-0.24, 0.29, 0.00], [-0.14, 0.45, 0.11], [0.14, 0.17, -0.07], [0.19, -0.08, 0.10], [3.42, -0.09, -1.40], [-2.68, 5.94, 7.55], [1.40, -4.87, -6.03], [0.58, 0.46, 0.66]]}


No. 3
{"formula": "C24H33CaCl3F5N3OSSi", "method": "ωB97M-V/def2-TZVPD", "homo_lumo_gap_ev": 6.86, "energy_ev": -120255.0279, "max_force_ev_per_a": 0.344, "elements": ["Ca", "N", "C", "C", "C", "N", "C", "C", "N", "C", "H", "H", "H", "H", "H", "H", "H", "H", "H", "H", "H", "H", "H", "H", "H", "H", "F", "C", "C", "F", "C", "F", "C", "S", "C", "F", "C", "F", "Cl", "Si", "Cl", "Cl", "C", "C", "C", "C", "C", "C", "C", "C", "C", "C", "C", "C", "O", "H", "H", "H", "H", "H", "H", "H", "H", "H", "H", "H", "H", "H", "H", "H", "H", "H"], "positions_angstrom": [[0.707, -0.148, -1.059], [-2.785, 1.794, 0.661], [-2.462, 0.359, 0.375], [-3.383, -0.210, -0.688], [-2.827, -1.563, -1.150], [-1.580, -1.336, -1.910], [-2.601, -2.484, 0.051], [-1.788, -1.868, 1.191], [-0.387, -1.704, 0.775], [-2.374, -0.514, 1.604], [-2.185, 2.345, -0.041], [-2.467, 2.069, 1.590], [-3.773, 2.016, 0.556], [-1.480, 0.443, -0.080], [-3.448, 0.473, -1.541], [-4.392, -0.348, -0.286], [-3.579, -2.037, -1.789], [-1.816, -0.880, -2.788], [-1.183, -2.231, -2.189], [-2.125, -3.412, -0.279], [-3.583, -2.767, 0.439], [-1.862, -2.530, 2.060], [-0.034, -2.609, 0.477], [0.208, -1.436, 1.557], [-1.727, -0.057, 2.356], [-3.360, -0.669, 2.052], [-3.866, 1.587, -6.297], [-3.136, 1.769, -5.203], [-1.959, 1.061, -5.020], [-1.564, 0.185, -5.932], [-1.219, 1.267, -3.871], [-0.120, 0.515, -3.689], [-1.583, 2.169, -2.878], [-0.585, 2.447, -1.462], [-2.785, 2.838, -3.088], [-3.255, 3.674, -2.145], [-3.554, 2.653, -4.223], [-4.699, 3.316, -4.376], [3.927, -0.369, -3.720], [2.426, -1.676, -2.998], [3.522, -3.451, -2.631], [1.405, -2.226, -4.791], [2.625, -3.015, 0.774], [3.638, -2.079, 1.430], [4.547, -1.437, 0.379], [3.049, -1.044, 2.376], [3.338, -1.166, 3.730], [2.958, -0.209, 4.657], [2.313, 0.925, 4.196], [1.993, 1.097, 2.853], [1.343, 2.406, 2.450], [-0.152, 2.226, 2.189], [2.032, 3.109, 1.281], [2.305, 0.076, 1.918], [1.935, 0.153, 0.649], [3.139, -3.824, 0.255], [2.043, -2.490, 0.015], [1.954, -3.456, 1.517], [4.271, -2.712, 2.060], [3.980, -0.779, -0.280], [5.021, -2.203, -0.237], [5.327, -0.844, 0.859], [3.900, -2.034, 4.059], [3.192, -0.328, 5.707], [2.058, 1.717, 4.893], [1.435, 3.067, 3.317], [-0.282, 1.466, 1.415], [-0.608, 3.159, 1.843], [-0.656, 1.892, 3.103], [1.939, 2.540, 0.358], [3.096, 3.232, 1.487], [1.597, 4.099, 1.124]], "forces_ev_per_angstrom": [[0.11, -0.10, -0.06], [0.04, 0.09, -0.13], [0.00, -0.02, -0.17], [0.01, 0.00, 0.00], [0.02, 0.00, 0.00], [-0.01, 0.02, -0.09], [0.00, 0.01, -0.04], [0.00, -0.04, 0.04], [-0.07, -0.01, 0.00], [-0.02, -0.04, 0.05], [-0.11, -0.03, -0.04], [0.00, -0.01, 0.04], [0.04, 0.02, -0.03], [-0.05, -0.04, 0.12], [0.00, -0.01, 0.01], [0.00, -0.01, 0.00], [-0.01, 0.02, 0.01], [0.01, -0.02, 0.02], [0.01, 0.00, 0.01], [0.00, 0.01, -0.01], [0.01, -0.01, 0.02], [0.00, -0.04, -0.03], [0.07, 0.00, 0.03], [0.00, 0.05, 0.05], [-0.03, -0.02, 0.02], [-0.01, 0.01, -0.01], [-0.07, -0.02, -0.10], [0.02, 0.04, 0.10], [-0.03, 0.06, 0.08], [0.05, -0.11, -0.11], [-0.05, 0.04, 0.05], [0.23, 0.02, -0.09], [-0.05, 0.00, 0.08], [-0.05, 0.01, 0.16], [0.00, -0.03, 0.01], [0.00, 0.01, 0.01], [0.05, -0.01, 0.00], [-0.05, 0.03, 0.00], [-0.01, -0.01, -0.02], [-0.10, -0.05, 0.01], [0.01, 0.00, -0.05], [-0.06, -0.01, -0.02], [0.00, -0.04, 0.05], [0.04, 0.07, -0.01], [0.02, -0.02, -0.02], [-0.01, -0.04, 0.03], [-0.01, -0.01, -0.01], [-0.02, 0.01, -0.02], [-0.01, -0.02, 0.02], [0.00, -0.01, -0.04], [0.05, 0.05, -0.02], [0.05, -0.04, 0.01], [-0.02, 0.02, -0.01], [0.12, -0.10, -0.04], [-0.24, 0.19, 0.15], [-0.02, 0.01, 0.02], [0.00, 0.01, -0.02], [-0.02, 0.02, 0.01], [0.01, 0.00, -0.01], [0.04, -0.01, 0.02], [0.01, 0.00, 0.01], [0.00, 0.01, 0.00], [0.00, 0.00, 0.00], [0.01, 0.01, 0.00], [0.00, 0.00, 0.00], [-0.01, 0.00, -0.01], [0.04, 0.00, -0.02], [0.05, 0.06, 0.02], [0.00, 0.00, -0.04], [0.01, 0.01, 0.02], [0.00, 0.00, 0.00], [0.00, 0.01, 0.00]]}